Run 1
This record from the OMol25 dataset describes a cluster of 14 separate species, C28H84O28 in total. The level of theory is ωB97M-V/def2-TZVPD.

The value obtained for the LUMO energy is 0.0 eV.

Cartesian coordinates (Å):
C 0.196 4.794 1.087
C -1.235 4.558 0.400
O -1.218 4.448 -0.995
O 0.750 3.534 1.245
H 0.001 5.202 2.079
H 0.884 5.508 0.635
H -1.762 5.469 0.684
H -1.630 3.636 0.826
H -0.796 3.597 -1.137
H 1.196 3.250 0.444
C -3.488 -2.079 0.337
C -3.695 -0.640 0.133
O -2.414 0.115 -0.093
O -2.615 -2.707 -0.611
H -4.477 -2.529 0.256
H -3.106 -2.432 1.295
H -4.295 -0.265 0.963
H -4.331 -0.545 -0.747
H -1.824 -0.006 0.654
H -2.926 -3.615 -0.591
C -0.170 -3.998 1.647
C -0.347 -3.694 3.181
O -1.311 -2.603 3.373
O 0.840 -5.066 1.401
H 0.260 -3.151 1.113
H -1.125 -4.091 1.131
H 0.673 -3.643 3.561
H -0.828 -4.500 3.736
H -0.944 -2.021 4.042
H 0.939 -5.752 2.065
C 3.793 -1.597 -4.170
C 2.595 -0.751 -4.891
O 1.355 -0.727 -4.055
O 4.443 -0.686 -3.322
H 4.582 -1.845 -4.879
H 3.464 -2.540 -3.733
H 2.500 -1.119 -5.913
H 2.794 0.302 -5.087
H 1.653 -0.539 -3.162
H 4.913 -0.015 -3.822
C 0.674 -4.394 -3.366
C -0.780 -4.360 -2.917
O -1.143 -5.582 -2.214
O 1.361 -4.073 -2.233
H 0.907 -3.674 -4.151
H 1.073 -5.333 -3.750
H -1.440 -4.294 -3.781
H -0.892 -3.516 -2.236
H -1.920 -5.357 -1.697
H 1.422 -4.819 -1.631
C -3.336 1.984 2.983
C -2.706 0.818 3.835
O -3.249 -0.296 3.265
O -4.758 1.925 2.886
H -2.937 2.007 1.969
H -3.268 2.975 3.433
H -3.031 0.698 4.868
H -1.620 0.735 3.780
H -2.527 -0.824 2.916
H -5.301 2.555 2.406
C 4.704 1.723 -0.327
C 3.930 2.614 -1.265
O 2.614 2.653 -0.945
O 4.425 0.312 -0.591
H 4.488 1.960 0.714
H 5.792 1.767 -0.390
H 3.958 2.249 -2.292
H 4.308 3.633 -1.196
H 2.199 1.842 -1.248
H 4.464 0.110 -1.528
C 0.228 2.613 -4.657
C -0.746 3.800 -4.424
O -0.790 4.719 -5.633
O -0.354 1.763 -5.609
H 0.289 1.961 -3.785
H 1.203 2.960 -4.998
H -0.374 4.465 -3.644
H -1.772 3.494 -4.220
H -1.526 4.402 -6.162
H 0.137 0.949 -5.469
C 1.152 -0.403 0.655
C 0.641 -0.658 -0.755
O 0.442 0.588 -1.403
O 0.263 0.342 1.357
H 2.146 0.043 0.619
H 1.370 -1.299 1.236
H -0.198 -1.350 -0.830
H 1.487 -1.093 -1.286
H -0.152 1.081 -0.832
H 0.628 0.598 2.207
C -1.094 -0.420 7.847
C -0.033 -0.054 6.798
O -0.192 -0.563 5.512
O -1.244 0.503 8.858
H -0.765 -1.384 8.236
H -2.129 -0.584 7.547
H 0.911 -0.450 7.171
H 0.026 1.027 6.664
H 0.252 0.074 4.948
H -1.881 0.164 9.492
C 3.570 1.789 3.388
C 2.509 1.160 4.197
O 1.118 1.273 3.731
O 4.932 1.932 3.930
H 3.274 2.742 2.951
H 3.639 1.124 2.527
H 2.608 1.649 5.166
H 2.686 0.141 4.541
H 0.893 2.206 3.732
H 5.003 2.845 4.217
C -5.544 2.382 -1.232
C -4.137 2.828 -0.742
O -3.111 2.217 -1.419
O -6.465 2.240 -0.160
H -5.537 1.447 -1.793
H -5.789 3.182 -1.931
H -3.981 2.636 0.320
H -4.037 3.877 -1.019
H -2.808 1.449 -0.929
H -6.511 1.291 -0.023
C 5.515 -2.860 -0.441
C 4.089 -2.717 0.171
O 3.949 -3.879 1.031
O 6.479 -2.243 0.357
H 5.500 -2.411 -1.434
H 5.902 -3.846 -0.698
H 3.349 -2.859 -0.616
H 3.863 -1.775 0.671
H 3.462 -3.611 1.813
H 6.121 -1.355 0.427
C -3.709 -0.295 -4.080
C -2.654 -1.270 -3.437
O -1.479 -1.662 -4.156
O -4.015 -0.407 -5.409
H -3.246 0.692 -4.093
H -4.692 -0.254 -3.610
H -3.094 -2.214 -3.117
H -2.279 -0.720 -2.574
H -0.714 -1.089 -4.075
H -3.287 -0.214 -6.004


Run 2
This record from the OMol25 dataset describes a cluster of 14 separate species, C28H84O28 in total. The level of theory is ωB97M-V/def2-TZVPD.

The value obtained for the LUMO energy is 0.0 eV.

Cartesian coordinates (Å):
C -3.530 -3.029 -9.330
C -2.242 -3.650 -9.777
O -2.368 -4.680 -10.750
O -4.101 -2.161 -10.323
H -3.373 -2.504 -8.388
H -4.274 -3.799 -9.123
H -1.737 -4.154 -8.952
H -1.461 -3.011 -10.186
H -2.795 -5.447 -10.361
H -4.532 -2.689 -10.999
C 1.372 -4.314 -20.421
C 2.649 -3.824 -21.199
O 2.638 -4.140 -22.601
O 1.152 -5.718 -20.286
H 0.650 -3.863 -21.102
H 1.267 -3.781 -19.476
H 3.502 -4.341 -20.758
H 2.803 -2.755 -21.053
H 3.409 -4.663 -22.832
H 1.828 -6.068 -19.700
C -2.379 -11.992 -16.431
C -1.730 -11.836 -15.086
O -0.346 -12.179 -15.086
O -2.495 -13.382 -16.820
H -1.901 -11.575 -17.318
H -3.388 -11.586 -16.356
H -2.263 -12.453 -14.362
H -1.858 -10.820 -14.713
H 0.207 -11.571 -15.584
H -3.212 -13.521 -17.442
C -3.515 -19.172 -24.463
C -2.584 -18.696 -25.532
O -1.912 -17.559 -25.080
O -2.798 -19.411 -23.195
H -3.934 -20.148 -24.706
H -4.326 -18.494 -24.199
H -3.039 -18.519 -26.506
H -1.794 -19.412 -25.759
H -1.683 -17.766 -24.171
H -3.375 -19.045 -22.521
C 0.456 -10.910 -26.180
C 0.686 -11.069 -24.705
O 1.413 -9.926 -24.300
O -0.487 -11.849 -26.720
H 1.412 -10.957 -26.701
H 0.086 -9.891 -26.298
H 1.173 -11.988 -24.378
H -0.263 -10.960 -24.180
H 1.027 -9.440 -23.568
H -0.521 -12.714 -26.304
C 3.123 -12.136 -7.281
C 2.173 -12.317 -8.446
O 2.735 -13.265 -9.297
O 2.762 -11.119 -6.312
H 4.146 -12.059 -7.650
H 3.151 -13.076 -6.729
H 1.972 -11.418 -9.029
H 1.222 -12.584 -7.984
H 2.520 -13.073 -10.213
H 3.369 -11.117 -5.569
C -7.176 -20.860 -17.301
C -7.418 -21.610 -16.037
O -6.221 -21.906 -15.329
O -6.878 -21.787 -18.356
H -6.424 -20.114 -17.040
H -8.077 -20.313 -17.577
H -7.977 -22.534 -16.184
H -7.958 -20.944 -15.363
H -5.628 -22.356 -15.935
H -6.070 -22.264 -18.151
C 6.157 -9.912 -17.518
C 7.365 -8.964 -17.646
O 7.469 -8.258 -16.386
O 5.016 -9.046 -17.277
H 6.289 -10.591 -16.675
H 5.982 -10.519 -18.406
H 7.118 -8.220 -18.402
H 8.212 -9.508 -18.065
H 8.088 -8.713 -15.810
H 5.201 -8.424 -16.569
C -10.700 -11.103 -16.222
C -10.185 -9.853 -16.903
O -10.881 -9.679 -18.154
O -10.235 -12.236 -16.835
H -11.783 -10.978 -16.207
H -10.406 -11.215 -15.179
H -9.127 -10.021 -17.105
H -10.179 -8.976 -16.256
H -10.487 -8.936 -18.617
H -10.544 -12.158 -17.741
C -9.432 -14.617 -22.432
C -8.113 -14.146 -21.901
O -7.629 -14.984 -20.955
O -10.478 -14.350 -21.618
H -9.412 -15.681 -22.669
H -9.663 -14.317 -23.454
H -8.287 -13.243 -21.317
H -7.491 -13.786 -22.721
H -8.321 -15.196 -20.325
H -11.067 -15.102 -21.710
C 1.339 -18.275 -14.397
C 2.196 -19.507 -14.133
O 3.188 -19.610 -15.079
O 0.444 -18.583 -15.496
H 2.087 -17.488 -14.493
H 0.795 -17.965 -13.504
H 1.709 -20.482 -14.147
H 2.695 -19.406 -13.169
H 2.769 -19.740 -15.933
H -0.107 -17.813 -15.656
C 3.899 -18.477 -20.903
C 3.520 -17.094 -20.333
O 2.055 -16.950 -20.559
O 3.071 -19.484 -20.279
H 4.963 -18.677 -20.784
H 3.710 -18.606 -21.969
H 4.046 -16.261 -20.801
H 3.754 -17.109 -19.269
H 1.560 -16.868 -19.741
H 2.149 -19.224 -20.337
C -8.691 -8.778 -9.978
C -7.407 -9.291 -10.540
O -6.220 -9.006 -9.788
O -9.039 -9.589 -8.808
H -9.466 -8.787 -10.745
H -8.701 -7.714 -9.743
H -7.424 -8.818 -11.522
H -7.364 -10.361 -10.741
H -6.231 -9.429 -8.927
H -9.894 -9.370 -8.430
C -6.651 -16.768 -10.845
C -8.029 -16.666 -10.084
O -8.867 -17.796 -10.309
O -6.038 -18.065 -10.558
H -6.020 -15.984 -10.426
H -6.819 -16.550 -11.899
H -8.551 -15.854 -10.591
H -7.937 -16.474 -9.015
H -8.592 -18.586 -9.838
H -6.235 -18.660 -11.286


Most stable structure: run 1


Run 1
This record from the OMol25 dataset describes a cluster of 2 separate species, C2H10N4O in total. The level of theory is ωB97M-V/def2-TZVPD.

The value obtained for the LUMO energy is 0.8 eV.

Cartesian coordinates (Å):
C 1.045 -1.160 0.319
C 1.246 0.318 0.081
N 2.061 0.646 -0.957
O 0.068 -1.391 1.293
N 0.699 1.111 0.904
H -0.028 -0.543 1.761
H 2.273 -0.043 -1.657
H 2.102 1.609 -1.250
H 0.866 2.098 0.736
H 0.734 -1.649 -0.612
H 2.007 -1.595 0.634
N -1.988 -0.307 -0.823
N -2.286 0.827 -0.002
H -1.396 1.173 0.355
H -2.838 -0.550 -1.326
H -1.707 -1.116 -0.264
H -2.857 0.573 0.808


Run 2
This record from the OMol25 dataset describes an isolated molecule of C2H10N4O. The level of theory is ωB97M-V/def2-TZVPD.

The value obtained for the LUMO energy is 0.9 eV.

Cartesian coordinates (Å):
C 0.618 1.984 0.313
N 0.737 0.598 0.699
H 1.016 0.424 1.654
H -1.352 0.759 0.207
H 0.313 2.068 -0.730
H 1.580 2.475 0.464
H -0.159 2.499 0.891
C 0.053 -0.557 0.048
N 0.331 -0.679 -1.360
N 0.488 -1.756 0.710
O -2.223 -0.934 -0.585
N -1.356 -0.322 0.354
H -1.802 -1.398 -1.327
H 0.315 0.226 -1.815
H 1.236 -1.113 -1.495
H 0.206 -1.734 1.685
H -0.002 -2.539 0.286


Most stable structure: run 1


Run 1
This record from the OMol25 dataset describes an isolated molecule of C2HN3O3. The level of theory is ωB97M-V/def2-TZVPD.

The value obtained for the LUMO energy is -1.3 eV.

Cartesian coordinates (Å):
C -1.237 -0.165 0.044
C 1.246 -0.166 -0.002
H -0.021 -1.734 0.145
N -1.124 1.250 -0.064
N -0.038 1.879 -0.040
N 0.001 -0.783 0.136
O -2.256 -0.727 -0.116
O 1.141 1.167 0.043
O 2.288 -0.722 -0.147


Run 2
This record from the OMol25 dataset describes an isolated molecule of C2HN3O3. The level of theory is ωB97M-V/def2-TZVPD.

The value obtained for the LUMO energy is -1.0 eV.

Cartesian coordinates (Å):
C -0.189 0.374 0.093
C 2.147 0.564 0.076
N -0.228 1.616 -0.048
N 0.461 2.516 -0.233
N 3.406 -0.042 -0.004
O 4.088 -0.032 0.974
O 3.747 -0.309 -1.126
O 1.096 -0.158 -0.008
H -0.978 -0.383 -0.143


Run 3
This record from the OMol25 dataset describes an isolated molecule of C2HN3O3. The level of theory is ωB97M-V/def2-TZVPD.

The value obtained for the LUMO energy is -0.8 eV.

Cartesian coordinates (Å):
C 1.614 0.590 -0.203
C -0.230 -0.266 0.262
N 1.525 0.549 1.057
N 0.406 0.010 1.394
N -1.744 -0.576 -0.214
O -2.476 -0.921 0.638
O -1.926 -0.478 -1.390
O 0.556 0.017 -0.763
H 2.275 1.075 -0.784


Most stable structure: run 1


Run 1
This record from the OMol25 dataset describes an isolated molecule of C4H6O2S2. The level of theory is ωB97M-V/def2-TZVPD.

The value obtained for the LUMO energy is 0.2 eV.

Cartesian coordinates (Å):
C -2.132 -1.053 -0.171
C -1.109 -0.388 -1.063
C 0.283 0.803 0.958
C 2.470 0.393 0.174
H -2.525 -1.952 -0.605
H -1.546 -0.263 -2.041
H -0.234 -1.079 -1.194
H 0.669 1.760 1.336
H -0.367 0.316 1.671
H 2.437 1.466 0.076
O -2.470 -0.664 0.914
O 1.372 -0.093 0.739
S -0.589 1.276 -0.551
S 3.739 -0.523 -0.243


Run 2
This record from the OMol25 dataset describes a cluster of 2 separate species, C4H6O2S2 in total. The level of theory is ωB97M-V/def2-TZVPD.

The value obtained for the LUMO energy (spin up / spin down) is -1.8 / -0.3 eV.

Cartesian coordinates (Å):
C 1.450 -0.174 -0.397
C 0.840 0.928 -0.909
C -1.526 -0.725 0.585
C -1.563 0.643 0.097
O 2.044 -2.545 0.698
O 3.146 2.047 -0.005
S 1.304 -1.853 -0.369
S 1.881 1.463 0.425
H 0.146 1.155 -1.730
H -0.738 -1.407 0.182
H -2.487 -1.022 0.177
H -1.415 -0.712 1.577
H -1.559 1.534 0.622
H -1.522 0.666 -0.951


Run 3
This record from the OMol25 dataset describes an isolated molecule of C4H6O2S2. The level of theory is ωB97M-V/def2-TZVPD.

The value obtained for the LUMO energy (spin up / spin down) is -0.6 / -0.6 eV.

Cartesian coordinates (Å):
C 1.446 0.346 -0.035
C 0.312 -0.519 0.325
C -1.916 0.528 0.130
C -0.887 -0.423 -0.595
O 3.321 1.984 -0.368
O 2.456 -2.188 0.601
S 1.944 1.847 0.155
S 1.686 -1.541 -0.433
H -0.093 -0.644 1.305
H -2.175 -0.130 0.958
H -2.745 0.763 -0.415
H -1.510 1.399 0.560
H -0.555 -0.051 -1.476
H -1.285 -1.371 -0.712


Most stable structure: run 1